This record from the OMol25 dataset describes a cluster of 2 separate species, C9H14BrCl4N2O5P in total. The level of theory is wB97M-V/def2-TZVPD.

Calculated values
Maximum force   0.794 eV Å⁻¹
Total energy   -5593.33670 a.u.
LUMO   0.2 eV
SMILES   NC(=O)CC[C@]1(Cl)NC(=O)C[C@]1(Br)CP(=O)(O)O.ClC(Cl)Cl

Structure (ORCA input):
```
! wB97M-V def2-TZVPD RIJCOSX def2/J DEFGRID3
* xyz 0 1
N -3.80 -0.35 1.48
C -2.40 -0.50 1.31
O -1.64 0.19 1.93
C -1.94 -1.58 0.36
C -0.43 -1.78 0.23
C 0.28 -1.48 -1.10
Cl -0.54 -2.41 -2.37
N 1.66 -1.99 -1.02
C 2.45 -1.08 -0.37
O 3.38 -1.36 0.34
C 1.88 0.28 -0.62
C 0.56 0.04 -1.41
Br 0.95 0.30 -3.30
C -0.45 1.11 -0.98
P -2.03 1.24 -1.84
O -2.49 0.02 -2.51
O -3.08 1.74 -0.73
O -1.85 2.52 -2.77
H -4.15 -0.92 2.24
H -4.29 -0.61 0.62
H -2.42 -1.44 -0.62
H -2.38 -2.50 0.76
H -0.23 -2.84 0.39
H 0.10 -1.24 1.03
H 1.76 -2.94 -0.68
H 2.55 0.93 -1.19
H 1.71 0.76 0.35
H 0.05 2.08 -1.15
H -0.60 1.03 0.11
H -2.69 2.16 0.06
H -2.54 3.19 -2.64
C 4.49 1.39 2.83
Cl 3.87 2.24 4.25
Cl 3.90 2.13 1.34
Cl 6.24 1.32 2.85
H 4.11 0.37 2.85
*
```



This record from the OMol25 dataset describes a structure of composition C34H24BBrCl2CoF4N2P. The level of theory is wB97M-V/def2-TZVPD.

Calculated values
Maximum force   0.798 eV Å⁻¹
Total energy   -7062.63842 a.u.
LUMO (spin up / spin down)   4.3 / 4.3 eV
<S²>   6.02

Structure (ORCA input):
```
! wB97M-V def2-TZVPD RIJCOSX def2/J DEFGRID3
* xyz -2 5
Co -0.52 -0.12 -0.09
Br 2.26 0.50 -2.25
C 2.30 1.96 -1.02
C 3.52 2.53 -0.78
C 3.60 3.71 -0.03
C 2.45 4.33 0.37
C 1.18 3.76 0.13
C 0.00 4.44 0.49
C -1.21 3.87 0.22
C -1.29 2.57 -0.31
C -0.18 1.81 -0.63
C 1.08 2.48 -0.51
H 4.42 2.07 -1.18
H 4.57 4.15 0.18
H 2.50 5.30 0.88
H 0.07 5.39 0.99
H -2.13 4.40 0.46
H -2.28 2.14 -0.44
Cl -1.67 -3.38 -1.58
C -3.01 -2.91 -0.57
C -3.96 -3.86 -0.25
C -5.04 -3.52 0.56
C -5.16 -2.21 1.01
C -4.24 -1.26 0.65
Cl -4.45 0.37 1.20
C -3.07 -1.54 -0.13
N -2.18 -0.62 -0.44
H -3.86 -4.87 -0.64
H -5.77 -4.27 0.84
H -6.00 -1.93 1.63
N 0.83 -1.35 0.18
P 1.42 -2.52 0.97
C 2.65 -1.97 2.22
C 3.30 -2.78 3.15
C 4.27 -2.26 3.98
C 4.61 -0.91 3.90
C 3.95 -0.09 2.99
C 2.98 -0.62 2.16
C 0.26 -3.56 1.94
C -0.60 -2.85 2.77
C -1.60 -3.51 3.47
C -1.76 -4.89 3.33
C -0.92 -5.59 2.48
C 0.08 -4.94 1.78
C 2.32 -3.72 -0.10
C 3.11 -4.78 0.33
C 3.67 -5.66 -0.58
C 3.44 -5.49 -1.94
C 2.68 -4.42 -2.38
C 2.12 -3.54 -1.47
H 3.02 -3.83 3.24
H 4.78 -2.90 4.69
H 5.36 -0.50 4.56
H 4.19 0.97 2.94
H 2.44 0.01 1.46
H -0.48 -1.78 2.86
H -2.27 -2.95 4.11
H -2.53 -5.41 3.89
H -1.05 -6.66 2.36
H 0.72 -5.50 1.10
H 3.29 -4.93 1.39
H 4.28 -6.49 -0.23
H 3.86 -6.19 -2.65
H 2.51 -4.27 -3.44
H 1.53 -2.69 -1.78
F 0.34 -0.03 4.03
B -0.46 0.95 3.43
F 0.19 2.19 3.44
F -1.69 1.03 4.09
F -0.70 0.56 2.06
*
```



This record from the OMol25 dataset describes the molecule CH3IS2. The level of theory is wB97M-V/def2-TZVPD.

Calculated values
Maximum force   1.999 eV Å⁻¹
Total energy   -1133.92380 a.u.
LUMO (spin up / spin down)   -2.3 / -2.7 eV

Structure (ORCA input):
```
! wB97M-V def2-TZVPD RIJCOSX def2/J DEFGRID3
* xyz 0 1
C -0.60 -0.46 0.02
S 0.51 0.83 0.54
S -0.30 2.51 -0.21
I 2.80 -0.89 -0.18
H -0.25 -0.87 -1.00
H -1.62 0.07 0.01
H -0.54 -1.20 0.82
*
```



This record from the OMol25 dataset describes a cluster of 13 separate species, C47H83F2N3O22 in total. The level of theory is wB97M-V/def2-TZVPD.

Calculated values
Maximum force   9.850 eV Å⁻¹
Total energy   -3859.61846 a.u.
LUMO (spin up / spin down)   1.7 / 1.7 eV
<S²>   0.75

Structure (ORCA input):
```
! wB97M-V def2-TZVPD RIJCOSX def2/J DEFGRID3
* xyz -1 2
C 14.65 -25.85 -19.70
N 14.85 -24.42 -19.52
O 15.96 -23.92 -19.72
O 13.91 -23.70 -19.43
H 14.51 -26.29 -18.71
H 15.53 -26.14 -20.27
H 13.73 -25.79 -20.29
C 8.29 -23.88 -14.28
N 8.30 -23.10 -13.00
O 9.37 -22.66 -12.81
O 7.23 -22.73 -12.48
H 8.45 -23.21 -15.12
H 7.30 -24.29 -14.48
H 9.03 -24.67 -14.19
C 12.76 -21.56 -8.89
N 14.24 -21.54 -8.62
O 14.66 -21.43 -7.44
O 14.97 -21.70 -9.52
H 12.37 -20.55 -8.76
H 12.16 -22.21 -8.25
H 12.67 -21.85 -9.94
O 13.03 -24.29 -7.42
C 13.81 -25.20 -7.57
O 13.46 -26.52 -7.91
C 12.16 -26.79 -8.23
C 11.93 -28.22 -8.15
C 15.31 -24.97 -7.70
H 11.97 -26.51 -9.27
H 11.40 -26.24 -7.67
H 12.15 -28.60 -7.15
H 12.54 -28.69 -8.93
H 10.90 -28.41 -8.45
H 15.87 -25.56 -6.98
H 15.44 -23.92 -7.44
H 15.70 -25.09 -8.71
O 16.69 -26.04 -17.43
C 17.93 -26.06 -17.30
O 18.73 -25.27 -16.47
C 18.23 -24.15 -15.75
C 17.76 -24.75 -14.41
C 18.79 -27.05 -18.09
H 17.37 -23.67 -16.23
H 18.99 -23.37 -15.71
H 18.66 -25.06 -13.87
H 17.14 -25.61 -14.64
H 17.24 -23.90 -13.97
H 18.17 -27.66 -18.74
H 19.38 -27.63 -17.37
H 19.45 -26.48 -18.73
O 11.73 -24.36 -15.02
C 12.62 -25.13 -14.63
O 12.75 -25.66 -13.39
C 11.96 -25.33 -12.21
C 12.66 -24.25 -11.47
C 13.77 -25.47 -15.51
H 11.93 -26.26 -11.64
H 10.93 -25.05 -12.42
H 12.31 -24.07 -10.45
H 12.89 -23.36 -12.06
H 13.61 -24.67 -11.15
H 13.67 -26.56 -15.49
H 14.76 -25.30 -15.10
H 13.66 -24.98 -16.47
O 15.71 -31.18 -18.62
C 14.86 -30.41 -19.03
O 14.01 -29.75 -18.32
C 13.75 -30.00 -16.97
C 14.87 -29.36 -16.12
C 14.85 -29.90 -20.41
H 13.77 -31.06 -16.70
H 12.73 -29.67 -16.78
H 15.11 -28.35 -16.44
H 15.79 -29.87 -16.39
H 14.60 -29.47 -15.07
H 15.52 -29.05 -20.53
H 13.85 -29.64 -20.75
H 15.21 -30.68 -21.09
O 11.93 -27.39 -17.53
C 10.82 -27.29 -17.99
O 10.25 -26.20 -18.48
C 10.93 -24.96 -18.84
C 10.18 -23.70 -18.35
C 9.84 -28.39 -17.76
H 11.15 -25.01 -19.91
H 11.84 -24.97 -18.24
H 10.32 -22.87 -19.04
H 10.44 -23.50 -17.31
H 9.10 -23.81 -18.34
H 10.46 -29.28 -17.89
H 8.91 -28.34 -18.32
H 9.50 -28.34 -16.72
O 8.10 -27.09 -14.87
C 7.86 -27.76 -13.90
O 6.89 -28.65 -13.72
C 6.16 -29.16 -14.87
C 6.15 -30.67 -14.91
C 8.66 -27.73 -12.66
H 6.64 -28.81 -15.78
H 5.15 -28.77 -14.91
H 5.52 -31.20 -14.19
H 7.17 -31.03 -14.74
H 5.87 -31.09 -15.88
H 9.33 -28.58 -12.53
H 7.91 -27.71 -11.87
H 9.33 -26.88 -12.54
O 13.39 -20.09 -16.73
C 13.90 -20.44 -15.70
O 15.02 -20.06 -15.16
C 15.46 -18.75 -15.48
C 16.66 -18.42 -14.67
C 13.43 -21.66 -14.93
H 14.81 -17.91 -15.21
H 15.79 -18.68 -16.51
H 17.09 -17.50 -15.05
H 17.47 -19.15 -14.78
H 16.49 -18.31 -13.59
H 14.03 -21.75 -14.02
H 13.59 -22.56 -15.52
H 12.36 -21.61 -14.71
O 9.41 -25.91 -9.76
C 8.86 -25.28 -8.83
O 7.89 -25.71 -8.02
C 7.13 -26.85 -8.36
C 7.55 -27.93 -7.32
C 9.35 -23.84 -8.39
H 7.32 -27.34 -9.31
H 6.05 -26.67 -8.37
H 6.98 -28.84 -7.48
H 7.40 -27.68 -6.27
H 8.62 -28.13 -7.36
H 9.68 -23.32 -9.29
H 10.19 -23.86 -7.69
H 8.52 -23.28 -7.95
F 10.71 -30.17 -15.14
C 11.39 -30.24 -13.98
C 11.24 -31.36 -13.16
C 11.95 -31.35 -11.94
C 12.81 -30.30 -11.57
C 12.87 -29.21 -12.39
C 12.18 -29.15 -13.57
H 10.65 -32.18 -13.56
H 11.86 -32.22 -11.32
H 13.42 -30.40 -10.69
H 13.41 -28.33 -12.04
H 12.27 -28.39 -14.33
F 19.07 -26.86 -8.14
C 18.44 -26.03 -9.09
C 18.54 -24.62 -8.99
C 17.75 -23.78 -9.83
C 17.01 -24.37 -10.85
C 16.94 -25.74 -10.96
C 17.60 -26.60 -10.08
H 19.17 -24.21 -8.20
H 17.84 -22.71 -9.81
H 16.36 -23.79 -11.49
H 16.31 -26.13 -11.75
H 17.41 -27.66 -10.17
*
```



This record from the OMol25 dataset describes the molecule C24H33N3O2. The level of theory is wB97M-V/def2-TZVPD.

Calculated values
Maximum force   19.321 eV Å⁻¹
Total energy   -1248.32365 a.u.
LUMO   0.6 eV
SMILES   COc1ccc(N2CCN([C@H]3CCCN(Cc4cccc(OC)c4)C3)CC2)cc1

Structure (ORCA input):
```
! wB97M-V def2-TZVPD RIJCOSX def2/J DEFGRID3
* xyz 0 1
C -6.97 -1.84 0.32
O -6.54 -0.62 -0.35
C -5.27 -0.02 -0.18
C -4.37 -0.77 0.55
C -3.15 -0.32 0.54
C -2.94 0.99 0.15
C -4.00 1.57 -0.45
C -5.17 1.14 -0.87
H -5.99 1.63 -1.40
H -3.71 2.62 -1.08
N -1.71 1.92 0.26
C -0.80 1.27 1.08
H -1.20 0.73 1.99
C 0.38 2.33 1.56
N 1.01 2.82 0.26
C -0.04 3.26 -0.44
C -0.96 2.06 -0.90
H -1.78 2.61 -1.54
H -0.40 1.51 -1.56
H 0.51 3.70 -1.34
H -0.55 4.12 -0.19
C 2.13 2.34 0.04
C 3.39 2.60 0.92
C 4.63 1.99 0.43
C 4.53 0.64 -0.33
N 3.53 0.35 -1.05
C 2.20 0.56 -0.46
H 1.44 0.73 -1.22
H 1.88 0.13 0.57
C 3.39 -1.03 -1.60
C 2.80 -1.96 -0.82
C 3.56 -2.76 0.01
C 3.06 -3.60 1.04
C 1.65 -4.02 0.99
C 0.83 -3.30 0.09
C 1.47 -2.13 -0.77
H 0.84 -1.81 -1.70
O -0.47 -3.53 0.40
C -1.35 -2.93 -0.80
H -2.44 -3.25 -0.50
H -1.29 -1.96 -0.56
H -1.19 -3.17 -1.60
H 1.12 -4.63 1.72
H 3.61 -4.30 1.76
H 4.55 -2.49 0.08
H 4.52 -1.33 -2.01
H 2.81 -0.99 -2.52
H 5.58 -0.06 -0.51
H 4.37 -0.02 0.73
H 5.39 2.13 1.01
H 4.95 2.54 -0.70
H 3.51 3.59 1.02
H 3.39 2.03 1.71
H 2.55 2.70 -0.94
H 1.22 1.73 2.31
H -0.11 3.14 2.27
H -0.23 0.21 0.72
H -2.51 -0.67 1.32
H -4.56 -1.59 1.08
H -6.24 -2.66 0.15
H -6.87 -1.87 1.24
H -8.00 -2.04 0.06
*
```



This record from the OMol25 dataset describes a structure of composition C30H20BrCrN10OS2. The level of theory is wB97M-V/def2-TZVPD.

Calculated values
Maximum force   0.815 eV Å⁻¹
Total energy   -6193.00365 a.u.
LUMO (spin up / spin down)   1.5 / 1.4 eV
<S²>   6.03

Structure (ORCA input):
```
! wB97M-V def2-TZVPD RIJCOSX def2/J DEFGRID3
* xyz -1 5
Cr -0.21 -0.09 -0.24
S -2.07 -0.56 1.18
C -1.27 -0.73 2.73
C -2.14 -1.01 3.85
N -2.83 -1.22 4.74
C 0.06 -0.60 2.93
S 1.23 -0.21 1.69
C 0.59 -0.79 4.26
N 1.05 -0.96 5.31
Br 2.41 2.18 -9.51
C 1.96 3.27 -8.02
C 2.61 4.47 -7.84
C 2.28 5.26 -6.74
C 1.34 4.83 -5.80
C 0.69 3.62 -6.02
C 0.99 2.84 -7.13
N 0.96 5.76 -4.79
N 0.57 5.42 -3.66
C 0.83 4.15 -3.11
C 1.93 3.37 -3.42
C 2.13 2.10 -2.88
C 1.17 1.55 -2.02
O 1.17 0.34 -1.60
C 0.11 2.42 -1.57
N -0.72 1.88 -0.63
C -1.74 2.59 -0.22
C -2.02 3.87 -0.72
C -1.20 4.43 -1.66
C -0.07 3.70 -2.11
H 3.35 4.81 -8.55
H 2.77 6.21 -6.58
H -0.07 3.28 -5.32
H 0.48 1.90 -7.29
H 2.67 3.77 -4.10
H 3.00 1.51 -3.14
H -2.36 2.13 0.55
H -2.88 4.40 -0.35
H -1.39 5.41 -2.08
C -1.34 -1.75 -2.90
C -0.33 -2.45 -2.06
N 0.04 -2.10 -0.85
C 0.99 -3.02 -0.44
C 1.17 -3.94 -1.41
N 0.32 -3.58 -2.44
C 0.19 -4.26 -3.71
N -0.09 -5.66 -3.52
N 0.79 -6.60 -3.95
N 0.36 -7.76 -3.63
C -0.83 -7.61 -2.94
C -1.68 -8.55 -2.37
C -2.80 -8.08 -1.72
C -3.09 -6.70 -1.65
C -2.26 -5.76 -2.21
C -1.12 -6.25 -2.86
H -1.77 -0.94 -2.32
H -2.14 -2.41 -3.22
H -0.87 -1.31 -3.79
H 1.45 -2.93 0.52
H 1.81 -4.81 -1.47
H 1.10 -4.20 -4.29
H -0.62 -3.79 -4.26
H -1.45 -9.61 -2.42
H -3.48 -8.78 -1.25
H -3.97 -6.37 -1.12
H -2.48 -4.70 -2.14
*
```



This record from the OMol25 dataset describes a structure of composition C37H31Br3N6O12. The level of theory is wB97M-V/def2-TZVPD.

Calculated values
Maximum force   3.173 eV Å⁻¹
Total energy   -10381.26698 a.u.
LUMO   -0.7 eV

Structure (ORCA input):
```
! wB97M-V def2-TZVPD RIJCOSX def2/J DEFGRID3
* xyz 0 1
C 0.04 -5.83 7.05
Br 1.70 -6.67 6.38
Br -0.56 -6.26 8.87
Br -1.43 -6.35 5.82
H 0.30 -4.77 6.99
C 1.24 -1.04 -0.77
C 1.79 -0.86 0.49
C 1.04 -0.59 1.58
C -0.29 -0.44 1.44
C -0.86 -0.50 0.16
C -0.15 -0.74 -0.95
N -1.17 -0.13 2.60
O -2.33 0.22 2.38
O -0.80 -0.43 3.75
H 1.88 -1.24 -1.61
H 2.86 -0.81 0.54
H 1.55 -0.55 2.53
H -1.90 -0.25 0.01
H -0.69 -0.60 -1.87
C -10.26 -4.54 3.91
C -11.46 -4.05 3.58
C -12.54 -4.88 3.53
C -12.52 -6.25 3.91
C -11.27 -6.71 4.18
C -10.14 -5.84 4.15
N -13.79 -7.09 3.81
O -14.86 -6.46 3.76
O -13.78 -8.31 3.64
H -9.40 -3.88 3.93
H -11.63 -3.06 3.20
H -13.42 -4.33 3.22
H -11.23 -7.72 4.58
H -9.17 -6.03 4.57
C 6.02 -4.86 -11.57
C 6.01 -3.60 -11.03
C 4.87 -3.17 -10.27
C 3.77 -4.08 -10.27
C 3.87 -5.38 -10.76
C 5.04 -5.85 -11.40
N 2.51 -3.60 -9.73
O 2.60 -2.79 -8.82
O 1.47 -3.90 -10.31
H 6.91 -5.13 -12.13
H 6.96 -3.09 -11.12
H 4.81 -2.21 -9.76
H 3.08 -6.10 -10.87
H 5.23 -6.86 -11.74
C -6.46 3.63 -6.51
C -7.50 4.47 -6.89
C -7.31 5.27 -8.01
C -6.27 5.12 -8.91
C -5.37 4.12 -8.61
C -5.35 3.47 -7.34
N -6.12 6.10 -10.00
O -4.98 6.40 -10.34
O -7.17 6.52 -10.46
H -6.67 3.03 -5.64
H -8.39 4.57 -6.28
H -8.10 5.97 -8.22
H -4.67 3.89 -9.41
H -4.54 2.77 -7.21
C 9.80 9.43 -1.08
C 10.83 8.63 -0.59
C 10.60 7.27 -0.47
C 9.42 6.67 -0.97
C 8.41 7.49 -1.49
C 8.65 8.88 -1.63
N 9.18 5.15 -1.02
O 10.09 4.40 -0.65
O 8.14 4.70 -1.52
H 9.96 10.50 -1.11
H 11.76 9.09 -0.29
H 11.41 6.62 -0.18
H 7.53 7.14 -2.00
H 7.93 9.54 -2.11
C 3.57 0.52 14.67
C 3.07 -0.52 13.91
C 3.19 -0.44 12.52
C 4.09 0.48 11.96
C 4.57 1.61 12.68
C 4.36 1.53 14.05
N 4.43 0.43 10.53
O 5.11 1.31 10.04
O 3.94 -0.49 9.86
H 3.44 0.43 15.74
H 2.63 -1.39 14.37
H 2.65 -1.21 11.99
H 5.24 2.37 12.31
H 4.98 2.13 14.69
*
```